1.
A 10-piece molecular cluster, C56H120B3F18N7O4S2 overall at a distorted geometry. Source: OMol25; level of theory: ωB97M-V with the def2-TZVPD basis set.

The geometry in XYZ format:
```
210
Properties=species:S:1:pos:R:3:lowdin_charge:R:1
C 0.25096 5.35571 2.39912 -0.68
F 1.08909 4.66814 1.62785 0.11
F 0.17733 6.58718 1.92016 0.14
F -0.97955 4.85931 2.33826 0.13
S 0.96500 5.35406 4.17435 0.64
O 2.19926 6.09262 4.07720 -0.28
O 0.00572 5.91901 5.07552 -0.27
N 1.26514 3.68852 4.31340 -0.29
S 1.20183 3.40297 5.84461 0.54
O 2.00273 4.26704 6.68781 -0.28
O -0.14470 3.17837 6.33831 -0.31
C 2.03530 1.73519 5.99973 -0.65
F 3.16621 1.60711 5.31962 0.15
F 2.28247 1.47784 7.27990 0.15
F 1.17921 0.76538 5.57067 0.07
C -0.18220 6.53135 -1.56114 -0.07
C -0.66203 5.33877 -2.41956 -0.21
C 0.40712 4.88620 -3.41578 -0.10
N -0.10104 3.94816 -4.50190 -0.25
C 1.02861 3.51308 -5.40435 -0.10
C 1.41301 4.59816 -6.39525 -0.15
C 0.24169 5.20920 -7.15670 -0.17
C -0.90594 5.64289 -6.23055 -0.15
C -1.27573 4.51605 -5.28389 -0.10
C -0.56595 2.67429 -3.80968 0.02
H 0.62764 6.21340 -0.90226 0.07
H -0.95206 6.86130 -0.86544 0.08
H 0.13253 7.35442 -2.19988 0.08
H -1.58175 5.67833 -2.88948 0.10
H -0.86596 4.50183 -1.75098 0.10
H 1.30415 4.39133 -3.04369 0.14
H 0.79284 5.74561 -3.97002 0.13
H 1.84219 3.14800 -4.77741 0.12
H 0.67064 2.60370 -5.89115 0.14
H 1.91263 5.38867 -5.82989 0.12
H 2.14414 4.22197 -7.11033 0.13
H 0.65441 6.08268 -7.66525 0.12
H -0.16975 4.60771 -7.96827 0.12
H -0.80479 6.63762 -5.79502 0.12
H -1.79572 5.77095 -6.85408 0.12
H -2.07899 4.78902 -4.60809 0.12
H -1.60789 3.65613 -5.86742 0.14
H 0.32561 2.33231 -3.28802 0.08
H -0.78600 1.90509 -4.54575 0.11
H -1.35925 2.75750 -3.07405 0.10
C -2.40581 0.62728 6.44476 -0.07
C -1.76305 -0.71362 6.19499 -0.23
C -2.78877 -1.75963 5.80584 -0.14
N -2.23653 -3.13622 5.48828 -0.25
C -3.40887 -3.89925 4.86728 -0.11
C -3.03705 -5.34941 4.47859 -0.15
C -1.95613 -5.27341 3.44495 -0.20
C -0.77216 -4.46319 3.88998 -0.13
C -1.11349 -3.03089 4.42147 -0.06
C -1.78703 -3.78229 6.80050 0.06
H -2.83630 1.03337 5.52926 0.07
H -1.80678 1.36171 6.97910 0.07
H -3.19713 0.43803 7.18237 0.08
H -1.20040 -0.97257 7.09547 0.12
H -1.01711 -0.67081 5.39711 0.09
H -3.33971 -1.44167 4.91861 0.13
H -3.52337 -1.96384 6.58763 0.14
H -3.62885 -3.25409 4.01656 0.12
H -4.25154 -3.91737 5.55794 0.13
H -3.88564 -5.97267 4.20751 0.12
H -2.61927 -5.78630 5.39135 0.11
H -2.39784 -4.84525 2.53623 0.11
H -1.68947 -6.28109 3.11391 0.12
H 0.02239 -4.33696 3.15369 0.11
H -0.22801 -4.91392 4.72479 0.12
H -1.36528 -2.33641 3.62235 0.10
H -0.31430 -2.59022 5.01375 0.11
H -1.10256 -3.07233 7.24959 0.11
H -1.38469 -4.77185 6.62001 0.10
H -2.70165 -3.89500 7.37916 0.11
C -7.12356 -4.39272 2.79748 -0.07
C -7.34967 -3.37720 1.67778 -0.24
C -7.64686 -1.97782 2.19388 -0.14
N -7.74641 -0.89265 1.14959 -0.25
C -8.11472 0.38140 1.94284 -0.08
C -8.04871 1.61065 1.05063 -0.16
C -6.58562 1.81446 0.65643 -0.17
C -6.27452 0.61685 -0.25593 -0.17
C -6.36941 -0.68379 0.49908 -0.10
C -8.85179 -1.20631 0.17936 0.04
H -6.14683 -4.22789 3.25431 0.06
H -7.13524 -5.38880 2.36281 0.09
H -7.90061 -4.27896 3.55496 0.08
H -8.15691 -3.70390 1.01792 0.11
H -6.45005 -3.40488 1.05638 0.10
H -6.80079 -1.74339 2.84359 0.13
H -8.55474 -1.99299 2.79675 0.14
H -7.35571 0.38141 2.72127 0.14
H -9.12488 0.21217 2.31011 0.13
H -8.50112 2.50464 1.48276 0.13
H -8.64030 1.51624 0.13759 0.11
H -5.83942 1.86302 1.45276 0.12
H -6.44772 2.76193 0.13288 0.12
H -5.25290 0.64009 -0.64337 0.11
H -6.91113 0.66081 -1.14123 0.12
H -5.64991 -0.73827 1.31349 0.14
H -6.23154 -1.54502 -0.15126 0.13
H -9.81344 -1.15447 0.68399 0.12
H -8.59698 -2.18863 -0.20542 0.10
H -8.91186 -0.50079 -0.64522 0.10
C 4.23496 1.91507 1.62000 -0.06
C 3.00712 1.04410 1.19804 -0.20
C 1.86228 1.44135 2.09197 -0.14
N 0.49035 0.82284 1.80644 -0.19
C 0.16692 1.02168 0.33183 -0.09
C -1.30795 0.77079 -0.04008 -0.15
C -2.22437 1.40282 0.99893 -0.17
C -1.85803 0.94505 2.40282 -0.16
C -0.51646 1.49895 2.78633 -0.06
C 0.63784 -0.65162 2.18062 0.04
H 4.10229 2.98986 1.48988 0.07
H 5.14559 1.58333 1.12502 0.07
H 4.40121 1.81116 2.69473 0.08
H 3.19884 -0.02905 1.22902 0.09
H 2.90870 1.21483 0.12315 0.09
H 1.71678 2.51319 1.95797 0.10
H 2.08249 1.27734 3.14356 0.12
H 0.35225 2.05953 0.04691 0.13
H 0.75892 0.39959 -0.33482 0.11
H -1.59982 1.13221 -1.02699 0.11
H -1.43824 -0.31362 -0.06796 0.10
H -2.09802 2.48195 0.88610 0.12
H -3.25767 1.07048 0.88836 0.09
H -2.65486 1.37676 3.01811 0.12
H -1.91009 -0.12333 2.60877 0.10
H -0.31257 2.54685 2.59488 0.10
H -0.15638 1.14049 3.74696 0.11
H 0.77827 -0.82357 3.24479 0.09
H 1.42182 -1.03335 1.53882 0.08
H -0.29854 -1.15765 1.93817 0.08
C 6.29636 3.95774 -0.95139 -0.08
C 6.64053 3.76788 -2.41901 -0.23
C 6.44199 2.29871 -2.84132 -0.09
N 7.00324 2.00223 -4.26487 -0.23
C 6.38286 3.06239 -5.16608 -0.10
C 6.68266 2.71432 -6.64788 -0.15
C 6.35407 1.26014 -7.01786 -0.18
C 6.91992 0.23305 -6.07234 -0.17
C 6.54640 0.60004 -4.66069 -0.10
C 8.46914 2.18889 -4.35488 0.00
H 7.03677 3.44635 -0.33407 0.09
H 5.31760 3.61286 -0.62712 0.07
H 6.42433 5.03174 -0.81103 0.09
H 7.67379 4.03327 -2.64469 0.11
H 6.01912 4.43051 -3.02159 0.10
H 5.44332 1.88471 -2.71010 0.12
H 7.06592 1.62196 -2.25058 0.14
H 5.31746 3.07916 -4.94470 0.13
H 6.84162 4.02568 -4.97380 0.12
H 6.15690 3.35477 -7.35771 0.12
H 7.72017 2.94164 -6.90942 0.11
H 5.26771 1.26102 -7.14005 0.12
H 6.71811 1.05540 -8.02774 0.12
H 6.52339 -0.77155 -6.24729 0.13
H 7.98149 0.01588 -6.20807 0.12
H 5.48193 0.58804 -4.42305 0.11
H 6.90810 -0.17116 -3.97509 0.15
H 8.92311 1.75107 -3.45959 0.12
H 8.78827 3.22544 -4.37510 0.11
H 8.97939 1.60911 -5.11961 0.11
C 2.25654 -8.23404 -3.17784 -0.08
C 1.10571 -7.46435 -2.54809 -0.22
C 1.59507 -6.46468 -1.46816 -0.11
N 0.61911 -5.33008 -1.20949 -0.23
C 0.89726 -4.44855 0.04563 -0.09
C 2.12200 -3.63793 -0.15219 -0.17
C 1.97361 -2.62720 -1.25304 -0.18
C 1.58485 -3.30655 -2.57597 -0.12
C 0.47308 -4.39294 -2.41970 -0.06
C -0.68556 -5.96600 -0.80106 0.00
H 2.74712 -8.93839 -2.50824 0.08
H 3.03023 -7.50301 -3.42915 0.08
H 1.96991 -8.69808 -4.11802 0.08
H 0.33412 -8.01762 -2.01143 0.10
H 0.55015 -6.94149 -3.32813 0.10
H 2.55276 -5.99075 -1.67883 0.12
H 1.68624 -6.98131 -0.51304 0.14
H 1.07964 -5.13471 0.87643 0.14
H 0.03490 -3.84866 0.33611 0.13
H 2.99888 -4.22991 -0.43659 0.13
H 2.42452 -3.17535 0.79118 0.11
H 2.88269 -2.05349 -1.42790 0.11
H 1.18970 -1.89637 -1.02294 0.11
H 2.48335 -3.80958 -2.94190 0.12
H 1.25130 -2.58571 -3.31901 0.11
H 0.44754 -5.01153 -3.31257 0.11
H -0.51223 -3.95145 -2.26515 0.12
H -0.55822 -6.77202 -0.08621 0.12
H -1.19448 -6.31067 -1.70268 0.11
H -1.34858 -5.18107 -0.44080 0.08
B 3.11268 -2.67851 3.66996 -1.24
F 2.04694 -2.19297 4.47460 0.07
F 4.34934 -2.83038 4.28569 0.13
F 2.65977 -3.93359 3.18485 0.07
F 3.34608 -1.76188 2.62510 0.08
B 2.74580 0.86700 -3.23113 -1.27
F 1.75377 0.05358 -3.80541 0.10
F 3.67706 -0.03141 -2.63577 0.07
F 3.41284 1.55586 -4.25695 0.10
F 2.23435 1.57086 -2.12482 0.10
B -3.11628 -2.65778 0.31074 -1.27
F -4.17079 -3.52549 0.62500 0.11
F -3.61708 -1.42326 -0.12341 0.11
F -2.26009 -2.50260 1.40747 0.11
F -2.35331 -3.10482 -0.80314 0.08
```

**F_max**: 3.30 eV/Å
**Charge**: +2
**Energy above the lowest of the compared OMol25 structures with the same formula, charge and spin**: 0.00 kJ/mol
**HOMO-LUMO gap**: 7.8652 eV
**Highest occupied orbital energy**: -11.273 eV
**Total energy**: -5558.634614 Eh

=====

2.
A 14-piece molecular cluster, C56H121N3O25S11 overall at a distorted geometry. Source: OMol25; level of theory: ωB97M-V with the def2-TZVPD basis set.

The geometry in XYZ format:
```
216
Properties=species:S:1:pos:R:3:lowdin_charge:R:1
C -4.74817 4.44862 0.14087 -0.04
C -3.21149 4.27547 0.15017 -0.39
C -2.49469 5.58095 0.36002 -0.22
O -2.86626 6.46869 -0.68468 -0.19
C -2.42151 7.80744 -0.51665 -0.09
N -2.90148 3.33649 1.22003 0.05
H -5.08230 4.90803 -0.79071 0.07
H -5.08446 4.96796 1.03774 0.09
H -5.26113 3.48384 0.11944 0.06
H -2.82967 3.87586 -0.79375 0.13
H -1.42727 5.33402 0.35344 0.10
H -2.70493 6.11089 1.29524 0.13
H -1.33849 7.82018 -0.37453 0.08
H -2.89964 8.27405 0.34971 0.09
H -2.73803 8.34321 -1.40894 0.09
H -2.54670 2.48021 0.81184 0.02
H -3.69486 2.99210 1.74786 0.02
C 6.06692 1.63356 -0.61631 -0.03
C 4.79224 0.91674 -1.07843 -0.40
C 4.42000 -0.23374 -0.16465 -0.22
O 5.32637 -1.32119 -0.15083 -0.14
C 4.99923 -2.14114 0.95370 -0.10
N 3.62887 1.82814 -1.15565 0.09
H 6.95993 1.05193 -0.83749 0.08
H 6.04736 1.82510 0.45737 0.07
H 6.08910 2.58154 -1.15612 0.08
H 5.03392 0.47164 -2.04896 0.11
H 3.40651 -0.56086 -0.42567 0.11
H 4.32808 0.14098 0.86066 0.09
H 3.93598 -2.41408 0.98822 0.07
H 5.14012 -1.64206 1.91818 0.08
H 5.48751 -3.11361 0.92895 0.09
H 3.82032 2.42974 -1.95068 0.08
H 2.78265 1.32614 -1.41975 0.03
C 1.26600 -4.30534 -2.04021 -0.06
C 1.66336 -5.68609 -1.52351 -0.39
C 1.37512 -5.87878 -0.04709 -0.20
O 2.10775 -4.93775 0.70189 -0.19
C 1.94255 -5.00010 2.09096 -0.12
N 0.80249 -6.61938 -2.32203 0.04
H 1.23874 -4.27967 -3.13021 0.06
H 1.89165 -3.51433 -1.63252 0.07
H 0.22425 -4.11601 -1.76497 0.07
H 2.70520 -5.90765 -1.76778 0.14
H 1.46177 -6.93699 0.22018 0.13
H 0.33296 -5.59627 0.15649 0.11
H 0.89817 -4.78232 2.35052 0.08
H 2.49547 -4.31395 2.73011 0.08
H 2.06712 -6.00598 2.50514 0.09
H 1.22044 -7.54199 -2.23576 0.07
H 0.92317 -6.42236 -3.30875 0.05
C -0.72739 -4.53612 -5.88559 -0.21
C -2.10729 -4.38972 -5.27692 -0.21
C -2.05046 -3.29827 -4.19287 -0.19
S -0.85534 -2.02772 -4.78186 0.70
O 0.18093 -1.83469 -3.78962 -0.34
O -1.52543 -0.91436 -5.45614 -0.34
C -0.22570 -3.10031 -6.18728 -0.17
H -0.70778 -5.22360 -6.73071 0.12
H -0.04529 -5.03249 -5.18891 0.09
H -2.46694 -5.33695 -4.87624 0.11
H -2.78057 -4.11628 -6.09276 0.12
H -1.52916 -3.78489 -3.36144 0.08
H -2.86001 -2.79641 -3.66340 0.08
H 0.84175 -2.88590 -6.17013 0.08
H -0.68495 -2.65886 -7.06942 0.10
C 3.19592 0.86126 3.55343 -0.23
C 4.27458 1.73868 2.92801 -0.21
C 4.34853 3.07415 3.72654 -0.17
S 3.95329 2.61085 5.46426 0.70
O 2.81745 3.35769 6.00312 -0.34
O 5.19805 2.59843 6.16883 -0.33
C 3.30812 0.89805 5.09948 -0.17
H 3.31135 -0.16340 3.19712 0.09
H 2.20847 1.22123 3.26685 0.07
H 4.19118 1.80412 1.84418 0.08
H 5.23787 1.23037 3.04614 0.12
H 3.52748 3.74936 3.47585 0.07
H 5.30227 3.58936 3.66202 0.11
H 2.37876 0.87474 5.65963 0.08
H 4.14776 0.26490 5.38442 0.10
C -3.82719 -6.62369 -1.42505 -0.21
C -4.90543 -6.35891 -0.39078 -0.22
C -4.74115 -4.92106 0.11395 -0.20
S -2.93150 -4.65705 0.19477 0.68
O -2.42617 -5.00490 1.50478 -0.33
O -2.56328 -3.36341 -0.35497 -0.34
C -2.48907 -6.07797 -0.86297 -0.21
H -4.02419 -6.13092 -2.38177 0.11
H -3.77270 -7.66218 -1.75293 0.12
H -4.79744 -7.09925 0.40860 0.12
H -5.93983 -6.56706 -0.66784 0.12
H -5.22274 -4.67527 1.05704 0.10
H -5.09413 -4.28349 -0.69975 0.08
H -2.00668 -6.79647 -0.20222 0.10
H -1.76517 -5.82347 -1.63606 0.07
C -4.16751 -1.93842 3.20218 -0.19
C -2.91893 -1.36377 2.50992 -0.22
C -2.57272 -0.01307 3.08749 -0.19
S -4.16852 0.69244 3.64781 0.72
O -4.60386 1.63353 2.60320 -0.36
O -4.16282 1.11219 5.02328 -0.31
C -5.18241 -0.80166 3.38071 -0.20
H -3.94384 -2.32864 4.19597 0.12
H -4.56541 -2.73017 2.56961 0.10
H -3.14462 -1.35976 1.44230 0.09
H -2.10658 -2.07117 2.68199 0.11
H -2.06696 0.73409 2.47662 0.09
H -1.96467 -0.13457 3.98643 0.11
H -5.72997 -0.61329 2.45708 0.08
H -5.93760 -0.84900 4.16315 0.11
C 3.71513 -1.08944 -4.15037 -0.20
C 2.67271 -0.06937 -4.57799 -0.22
C 3.27138 0.68722 -5.81169 -0.20
S 4.10495 -0.62823 -6.75332 0.67
O 5.49502 -0.32009 -6.94029 -0.32
O 3.25518 -1.03948 -7.84060 -0.33
C 4.00656 -1.89420 -5.45417 -0.20
H 3.42508 -1.73303 -3.31947 0.11
H 4.58985 -0.54197 -3.79511 0.10
H 2.25363 0.53154 -3.77354 0.08
H 1.81162 -0.50881 -5.08684 0.09
H 3.94745 1.46830 -5.46365 0.10
H 2.53003 1.17439 -6.43972 0.08
H 4.97038 -2.40032 -5.43322 0.10
H 3.20966 -2.61718 -5.61737 0.09
C -1.89102 3.37232 5.21029 -0.23
C -2.32591 4.55582 4.30736 -0.18
C -1.19402 4.74558 3.30570 -0.23
S 0.30756 3.96607 3.99861 0.71
O 1.42790 4.88422 4.05623 -0.31
O 0.38879 2.68314 3.30421 -0.35
C -0.43898 3.62171 5.59263 -0.22
H -1.92905 2.39353 4.73111 0.08
H -2.62231 3.28710 6.01430 0.12
H -2.52395 5.46305 4.87959 0.12
H -3.30075 4.25920 3.91766 0.10
H -0.78576 5.71159 2.99735 0.08
H -1.38633 4.33767 2.31064 0.05
H -0.37614 4.49953 6.23767 0.12
H 0.03030 2.79420 6.12105 0.10
C 1.43707 4.03032 -1.32100 -0.28
C 2.43322 5.06610 -1.88768 -0.19
C 2.35892 6.32333 -1.02043 -0.17
S 1.94708 5.73470 0.67457 0.72
O 0.68903 6.29230 1.12057 -0.34
O 3.14817 5.74241 1.50523 -0.33
C 1.56876 3.96207 0.19797 -0.17
H 1.55595 3.04992 -1.75588 0.04
H 0.42749 4.36124 -1.55526 0.10
H 2.19567 5.26461 -2.93103 0.10
H 3.46125 4.69699 -1.87551 0.12
H 1.43661 6.86942 -1.22733 0.10
H 3.21198 6.98938 -0.92954 0.11
H 0.67696 3.63670 0.73621 0.08
H 2.34847 3.29962 0.57468 0.08
C -0.52457 3.38333 -3.32472 -0.22
C -1.31817 2.76682 -4.49698 -0.20
C -0.60566 3.08403 -5.80682 -0.19
S 0.94062 3.98497 -5.35230 0.70
O 0.62750 5.38210 -5.30828 -0.30
O 2.08761 3.52061 -6.12687 -0.34
C 0.97485 3.29047 -3.69216 -0.25
H -0.83342 2.97089 -2.36397 0.09
H -0.73774 4.44031 -3.13517 0.12
H -2.38133 3.00739 -4.48176 0.12
H -1.27489 1.69771 -4.27865 0.09
H -1.14219 3.48749 -6.66113 0.11
H -0.33619 2.06105 -6.08204 0.09
H 1.72079 3.83922 -3.10523 0.03
H 1.26966 2.24749 -3.80695 0.09
C 2.23174 -2.10592 7.22184 -0.24
C 1.05540 -2.69981 7.97440 -0.21
C -0.03310 -3.01302 6.94102 -0.19
S 0.86904 -3.52100 5.38669 0.71
O 0.53196 -2.70457 4.21915 -0.35
O 0.85433 -4.96441 5.21367 -0.33
C 2.48494 -3.00170 6.06074 -0.23
H 3.09096 -2.04273 7.89028 0.13
H 1.99886 -1.08806 6.90413 0.10
H 0.72416 -1.94923 8.69098 0.12
H 1.38005 -3.61122 8.47712 0.12
H -0.55377 -2.09308 6.67162 0.10
H -0.76308 -3.76384 7.23331 0.10
H 3.15161 -2.63879 5.27995 0.10
H 2.83480 -4.00222 6.32893 0.11
C 0.97672 -0.92015 1.61004 -0.20
C 0.77720 -1.83754 0.38819 -0.18
C -0.33820 -1.18018 -0.41105 -0.20
S -0.01556 0.63314 -0.33522 0.76
O -1.25047 1.30127 0.00167 -0.33
O 0.83083 1.08778 -1.44826 -0.35
C 1.09477 0.48472 1.12201 -0.21
H 1.84702 -1.17939 2.21103 0.09
H 0.11258 -1.10512 2.25246 0.10
H 0.56423 -2.88690 0.58762 0.11
H 1.67479 -1.86757 -0.23425 0.09
H -1.32384 -1.32917 0.03064 0.07
H -0.44117 -1.44805 -1.46318 0.08
H 0.80846 1.35580 1.71338 0.06
H 2.11115 0.67703 0.78212 0.07
C -4.28073 0.45367 -1.02884 -0.20
C -3.54057 0.11666 -2.33504 -0.21
C -4.62995 -0.28386 -3.33538 -0.17
S -5.83457 -1.32660 -2.33580 0.72
O -5.58477 -2.74766 -2.50062 -0.35
O -7.15213 -0.73587 -2.56381 -0.33
C -5.09131 -0.81297 -0.77126 -0.23
H -4.84174 1.36981 -1.22483 0.12
H -3.62690 0.70052 -0.19370 0.09
H -2.88053 -0.73262 -2.13840 0.10
H -2.92372 0.97524 -2.59909 0.11
H -4.25429 -0.85627 -4.18213 0.09
H -5.22889 0.55575 -3.68342 0.10
H -4.41368 -1.63119 -0.50787 0.07
H -5.74970 -0.84644 0.09832 0.10
```

**F_max**: 2.82 eV/Å
**HOMO-LUMO gap**: 8.5317 eV
**Highest occupied orbital energy**: -8.599 eV
**Total energy**: -8631.409535 Eh

=====

What is the formula in the second record? C56H121N3O25S11